1.
A structure of composition C38H35BrCrN14O3S2 in a non-equilibrium geometry. Source: the Open Molecules 2025 dataset; level of theory: ωB97M-V/def2-TZVPD.

The geometry in XYZ format:
```
94
C38H35BrCrN14O3S2, DFT ωB97M-V/def2-TZVPD
Cr 0.18860 -0.07220 -0.09150
C -0.56060 2.66930 4.64840
N -0.53500 2.29020 3.25780
C -0.82900 1.12820 2.67560
N -0.57240 1.20260 1.37650
C -0.09830 2.46940 1.22720
N -0.07030 3.13800 2.34260
C 0.85850 2.80770 5.14790
C 1.39370 4.03210 5.52220
C 2.72040 4.12360 5.91880
C 3.54190 3.01190 5.89040
C 3.00420 1.78190 5.51650
C 1.65930 1.67970 5.17570
C 3.82860 0.60410 5.41280
N 5.09800 0.46900 5.67310
N 5.42670 -0.79670 5.38880
C 4.34790 -1.39020 4.96570
O 3.29090 -0.54980 4.96500
C 4.20050 -2.74170 4.48550
C 5.27550 -3.62890 4.47060
C 5.09480 -4.89930 3.95570
C 3.86380 -5.27930 3.44120
C 2.78760 -4.40130 3.46620
C 1.44250 -4.79830 2.90740
N 0.76190 -3.65840 2.35130
C 1.23330 -2.73570 1.50590
N 0.31360 -1.80790 1.31000
C -0.72810 -2.23180 2.06470
N -0.48220 -3.34190 2.70360
C 2.95610 -3.13970 4.00880
H -1.10030 1.90050 5.20520
H -1.08860 3.62150 4.73280
H -1.22380 0.27830 3.19610
H 0.21070 2.89710 0.29400
H 0.76760 4.91080 5.50680
H 3.11860 5.07880 6.22780
H 4.58680 3.07480 6.14900
H 1.26030 0.72080 4.88860
H 6.22610 -3.31100 4.86690
H 5.91630 -5.60100 3.94030
H 3.73660 -6.26180 3.01100
H 0.79800 -5.18340 3.70410
H 1.55730 -5.57460 2.14280
H 2.22890 -2.72350 1.11290
H -1.67720 -1.73780 2.10950
H 2.13420 -2.44170 4.04900
N 6.68180 4.01250 4.02640
C 5.82310 3.19280 3.37230
C 6.18490 1.87040 3.06840
C 5.28510 1.02170 2.46420
C 4.00220 1.46340 2.17780
C 3.63500 2.77520 2.42910
C 4.54400 3.63960 3.00070
S 2.79210 0.27300 1.69210
O 3.41910 -1.01410 1.52880
O 1.69820 0.31610 2.63640
N 2.04410 0.65550 0.26330
C 2.53630 0.03880 -0.81430
N 1.54430 -0.61070 -1.49290
C 1.88080 -1.18540 -2.64570
C 3.19280 -1.17180 -3.08830
C 4.13460 -0.53640 -2.28540
N 3.80940 0.07220 -1.15780
H 7.59660 3.69140 4.28330
H 6.46740 4.98430 4.14980
H 7.16500 1.50840 3.33830
H 5.54240 0.00040 2.22970
H 2.63560 3.10380 2.18880
H 4.26690 4.66390 3.20020
H 1.09620 -1.66870 -3.21790
H 3.47750 -1.63970 -4.01430
H 5.18030 -0.49340 -2.55520
Br -2.67470 3.97950 -4.65630
C -1.83000 2.94740 -3.29130
C -2.60090 2.27630 -2.35650
C -1.97250 1.47040 -1.42270
C -0.58490 1.27940 -1.39660
C 0.15180 2.02150 -2.32300
C -0.44910 2.84780 -3.26050
H -3.67410 2.38140 -2.36170
H -2.59210 0.95630 -0.69550
H 1.23380 1.96170 -2.30980
H 0.15280 3.40480 -3.96200
C -2.55020 -3.31210 -4.45430
N -2.17260 -3.06130 -3.08340
C -1.74490 -1.89970 -2.58820
N -1.45560 -0.87790 -3.39530
S -1.53840 -1.80250 -0.90640
H -2.60330 -4.38430 -4.62080
H -1.80360 -2.90230 -5.13210
H -3.52580 -2.87800 -4.68750
H -2.38120 -3.76850 -2.39540
H -1.69350 -0.89680 -4.37180
H -1.20060 0.00990 -2.97400
```

Values from the calculation:
- M: 931.827 g mol⁻¹
- Net charge: +1
- HOMO-LUMO gap (spin up / spin down): 0.29141 / 0.27900 Eh
- Spin multiplicity: 4
- LUMO (spin up / spin down): -0.07993 / -0.09252 hartree
- Maximum force: 1.7 eV Å⁻¹
- Total energy: -187109.7091 eV

Table of Löwdin atomic charges, one value per atom, all in e:
1. Cr 0.618
2. C -0.059
3. N -0.095
4. C -0.099
5. N 0.001
6. C -0.184
7. N 0.159
8. C -0.196
9. C -0.020
10. C -0.059
11. C -0.019
12. C -0.132
13. C 0.025
14. C -0.286
15. N 0.118
16. N 0.123
17. C -0.281
18. O 0.126
19. C -0.127
20. C 0.000
21. C -0.052
22. C -0.027
23. C -0.195
24. C -0.062
25. N -0.113
26. C -0.106
27. N -0.024
28. C -0.251
29. N 0.143
30. C 0.029
31. H 0.140
32. H 0.135
33. H 0.138
34. H 0.121
35. H 0.115
36. H 0.111
37. H 0.117
38. H 0.115
39. H 0.118
40. H 0.111
41. H 0.115
42. H 0.142
43. H 0.136
44. H 0.135
45. H 0.107
46. H 0.128
47. N 0.137
48. C -0.318
49. C -0.018
50. C -0.063
51. C -0.287
52. C -0.052
53. C -0.026
54. S 0.671
55. O -0.296
56. O -0.316
57. N -0.135
58. C -0.511
59. N 0.027
60. C -0.075
61. C -0.022
62. C -0.077
63. N 0.175
64. H 0.106
65. H 0.103
66. H 0.119
67. H 0.117
68. H 0.105
69. H 0.117
70. H 0.113
71. H 0.106
72. H 0.121
73. Br 0.738
74. C -0.683
75. C -0.123
76. C -0.161
77. C -0.316
78. C -0.116
79. C -0.121
80. H 0.106
81. H 0.089
82. H 0.103
83. H 0.104
84. C -0.056
85. N -0.051
86. C -0.798
87. N 0.162
88. S 0.786
89. H 0.096
90. H 0.085
91. H 0.099
92. H 0.124
93. H 0.115
94. H 0.056

2.
A cluster of 6 separate species, C38H35F5N2O3S2 in total in a non-equilibrium geometry. Source: the Open Molecules 2025 dataset; level of theory: ωB97M-V/def2-TZVPD.

The geometry in XYZ format:
```
85
C38H35F5N2O3S2, DFT ωB97M-V/def2-TZVPD
O -2.10858 -0.38591 -4.06661
C -1.64625 -1.48295 -3.87226
O -1.42563 -2.38320 -4.82863
O -1.31300 -1.93079 -2.62452
C -2.39826 -1.76146 -1.69899
C -2.24326 -2.62505 -0.46359
C -2.23803 -4.14174 -0.70800
S -0.84476 -4.83660 -1.65865
C 0.64033 -4.50247 -0.79634
S 1.92504 -5.41557 -1.13177
N 0.68644 -3.42130 0.12635
C 0.35601 -3.41923 1.44922
C 0.53604 -2.12549 1.80151
N 0.97894 -1.37293 0.76664
C 1.07039 -2.19315 -0.25595
H -0.88588 -3.08126 -4.42864
H -2.37454 -0.72132 -1.36650
H -3.37707 -1.88265 -2.16706
H -1.39506 -2.26527 0.11113
H -3.12195 -2.41763 0.15273
H -3.14512 -4.40809 -1.25060
H -2.29358 -4.66233 0.24666
H 0.01358 -4.26755 2.00707
H 0.36054 -1.71383 2.78542
H 1.40671 -1.87155 -1.22169
F 3.64144 -4.79481 4.89062
C 3.86155 -3.47244 4.74014
C 4.53733 -2.78654 5.72974
C 4.76500 -1.42720 5.56885
C 4.30849 -0.77311 4.43150
C 3.62686 -1.47903 3.44923
C 3.40549 -2.83991 3.60198
H 4.87816 -3.31299 6.61161
H 5.29910 -0.87775 6.33268
H 4.48445 0.28813 4.31119
H 3.26649 -0.97095 2.56400
H 2.88394 -3.40864 2.84359
F -1.30200 2.20476 -10.33396
C -1.79145 1.55866 -9.25563
C -1.37060 1.93759 -7.99634
C -1.87904 1.27429 -6.88826
C -2.78888 0.24002 -7.05287
C -3.19676 -0.12918 -8.32778
C -2.69995 0.53638 -9.44011
H -0.65435 2.74179 -7.88976
H -1.56558 1.56286 -5.89437
H -3.17747 -0.27461 -6.18831
H -3.90335 -0.93826 -8.45776
H -3.01130 0.26878 -10.44139
F -0.02514 0.02887 3.48645
C -0.23833 1.31400 3.11235
C 0.41532 1.80418 2.00101
C 0.19000 3.11963 1.62082
C -0.67178 3.92241 2.35763
C -1.31611 3.41002 3.47590
C -1.10259 2.09209 3.85548
H 1.08641 1.16141 1.44557
H 0.68870 3.51809 0.74729
H -0.84149 4.94905 2.05933
H -1.98234 4.03450 4.05129
H -1.60002 1.66927 4.71918
F 3.88030 0.08640 0.49042
C 4.92943 -0.53675 -0.07596
C 4.70164 -1.28466 -1.20585
C 5.76233 -1.93342 -1.81977
C 7.03755 -1.82937 -1.28063
C 7.24847 -1.07369 -0.13241
C 6.18873 -0.41588 0.47605
H 3.69705 -1.35243 -1.60009
H 5.59457 -2.51923 -2.71354
H 7.86709 -2.33774 -1.75393
H 8.24115 -0.99664 0.29022
H 6.33293 0.18396 1.36499
F -3.36439 5.12431 5.12687
C -4.38863 5.36114 4.27852
C -5.08097 4.29138 3.74887
C -6.13434 4.53744 2.88061
C -6.47295 5.84208 2.54840
C -5.76073 6.90401 3.08874
C -4.71237 6.66529 3.96513
H -4.79568 3.28184 4.01453
H -6.69093 3.70963 2.46252
H -7.29255 6.03051 1.86776
H -6.02124 7.92076 2.82740
H -4.14971 7.47901 4.40335
```

Values from the calculation:
- M: 726.833 g mol⁻¹
- Net charge: 0
- HOMO-LUMO gap: 0.29415 Eh
- SMILES string: O=C(O)OCCCSC(=S)n1ccnc1.Fc1ccccc1.Fc1ccccc1.Fc1ccccc1.Fc1ccccc1.Fc1ccccc1
- Spin multiplicity: 1
- LUMO: -0.03477 hartree
- Maximum force: 2.4 eV Å⁻¹
- Total energy: -84353.3861 eV

Table of Löwdin atomic charges, one value per atom, all in e:
1. O 0.135
2. C -0.591
3. O 0.167
4. O -0.034
5. C -0.170
6. C -0.203
7. C -0.418
8. S 0.924
9. C -1.111
10. S 0.724
11. N -0.167
12. C -0.069
13. C -0.170
14. N 0.102
15. C -0.170
16. H 0.121
17. H 0.135
18. H 0.139
19. H 0.076
20. H 0.129
21. H 0.083
22. H 0.076
23. H 0.132
24. H 0.094
25. H 0.130
26. F 0.053
27. C -0.284
28. C -0.022
29. C -0.086
30. C -0.091
31. C -0.076
32. C -0.012
33. H 0.115
34. H 0.103
35. H 0.102
36. H 0.083
37. H 0.105
38. F 0.051
39. C -0.293
40. C -0.018
41. C -0.076
42. C -0.095
43. C -0.081
44. C -0.024
45. H 0.115
46. H 0.101
47. H 0.083
48. H 0.102
49. H 0.114
50. F 0.022
51. C -0.270
52. C -0.016
53. C -0.078
54. C -0.090
55. C -0.077
56. C -0.013
57. H 0.094
58. H 0.105
59. H 0.101
60. H 0.076
61. H 0.117
62. F 0.045
63. C -0.291
64. C -0.019
65. C -0.078
66. C -0.095
67. C -0.080
68. C -0.014
69. H 0.100
70. H 0.105
71. H 0.100
72. H 0.105
73. H 0.117
74. F 0.037
75. C -0.289
76. C -0.019
77. C -0.080
78. C -0.095
79. C -0.082
80. C -0.016
81. H 0.117
82. H 0.105
83. H 0.101
84. H 0.105
85. H 0.118

- Among the records above, which one has the highest spin multiplicity?
  C38H35BrCrN14O3S2

- Look up the total energy of the second one.
  -84353.3861 eV

- Which of these has the lowest maximum force?
  C38H35BrCrN14O3S2